[1]
The following is a quantum chemistry calculation of a molecular structure, C33H42AsN7OsPS4, from OMol25.

For the HOMO-LUMO gap (alpha / beta), the calculation gives 5.13 / 5.60 eV. As for the expectation value of S²: 6.054. As for the HOMO energy (alpha / beta): -2.94 / -3.47 eV. Its net charge is -1. Its spin multiplicity is 5.

Each line ends with the Mulliken spin population.
CARTESIAN COORDINATES (ANGSTROEM)
1 C 2.32 0.45 -2.56  -0.021
2 H 0.49 -3.06 -1.50  0.039
3 C -4.47 -0.33 1.21  -0.003
4 Os -1.68 -1.11 1.00  2.091
5 P 1.35 -0.01 0.00  -0.025
6 C -6.10 -0.87 2.90  0.035
7 C 3.28 -1.85 3.75  0.005
8 C -5.79 -0.21 1.69  -0.015
9 H 4.13 -2.09 -2.88  -0.002
10 C 4.28 -1.04 -3.18  0.007
11 C -0.41 -1.32 -4.30  0.516
12 H 0.16 5.36 0.45  0.000
13 H 5.01 0.77 -2.26  0.000
14 C -0.65 3.35 0.16  0.006
15 C -5.17 -1.64 3.52  -0.021
16 H 2.40 2.71 -1.03  0.001
17 H 5.80 -0.68 -1.67  0.000
18 H 0.43 -3.30 -4.00  0.001
19 C -6.38 0.98 -0.29  -0.030
20 H -1.50 3.74 0.73  0.002
21 C -6.75 0.50 0.93  0.051
22 H 1.59 -0.52 4.01  0.005
23 H 3.96 -1.35 -0.35  -0.002
24 H 3.08 2.24 0.52  -0.001
25 C 0.06 -2.40 -3.53  -0.100
26 H -2.71 2.69 -4.15  0.002
27 S -1.39 -3.39 1.33  0.259
28 H 0.61 4.62 -1.07  0.000
29 H -4.87 1.20 -1.78  0.006
30 H -0.35 -1.34 -5.38  0.031
31 H 2.25 -1.24 -3.88  -0.009
32 N 2.05 -0.62 1.33  0.018
33 H -3.24 2.35 -1.78  0.006
34 N -2.72 0.08 -0.35  0.108
35 C -5.07 0.85 -0.78  0.046
36 C -2.34 1.81 -3.64  -0.040
37 C 2.64 -0.45 3.73  -0.011
38 H 2.58 4.64 0.37  0.000
39 H 3.13 0.21 4.45  -0.004
40 C 3.26 -2.49 2.36  -0.004
41 H -7.12 1.47 -0.92  -0.002
42 C 2.95 -0.44 -3.63  0.027
43 H 3.28 -3.58 2.43  -0.001
44 N 2.48 -0.12 -1.21  -0.048
45 H 2.80 1.43 -2.60  -0.001
46 H 1.12 -2.33 2.15  -0.004
47 S -2.31 -4.80 4.40  0.066
48 C -1.06 -0.23 -3.65  -0.123
49 H -7.11 -0.78 3.30  0.001
50 H -3.15 -2.39 3.42  0.029
51 N 1.08 1.60 0.20  -0.005
52 C 3.89 -0.36 -0.80  0.010
53 H 0.08 2.31 1.92  0.016
54 C 0.10 -2.31 -2.17  0.272
55 C 2.02 -2.08 1.59  0.010
56 C -2.65 1.62 -2.29  0.118
57 C 4.84 -0.28 -1.99  -0.001
58 H -0.89 1.33 0.85  0.060
59 H -1.04 3.05 -0.82  0.002
60 H -7.76 0.60 1.31  0.003
61 N 0.01 -0.89 -0.25  -0.057
62 C -3.89 -1.75 2.97  0.007
63 C -1.63 0.86 -4.34  0.082
64 H -1.48 0.94 -5.41  -0.001
65 H 2.26 1.18 2.37  -0.001
66 N -3.54 -1.09 1.88  -0.043
67 As -0.67 -3.83 3.49  0.087
68 H 5.00 -1.05 -3.99  0.001
69 C -1.22 -0.29 -2.25  0.060
70 C 2.72 0.20 2.35  0.006
71 H 4.21 0.35 -0.04  -0.001
72 H -5.39 -2.19 4.43  0.001
73 S -0.77 -0.17 3.04  0.216
74 H 1.27 0.62 -2.77  0.021
75 H 1.69 3.88 1.68  0.000
76 H 4.15 -2.19 1.79  0.000
77 N -0.41 -1.19 -1.56  0.234
78 H 3.08 0.16 -4.54  -0.008
79 C 2.17 2.58 0.02  0.001
80 H 3.78 0.33 2.07  0.001
81 S -0.97 -1.67 4.47  0.037
82 C -4.06 0.26 -0.03  0.039
83 H 4.30 -1.81 4.13  0.000
84 C -0.13 2.11 0.87  0.011
85 H 2.70 -2.48 4.43  0.003
86 C -2.21 0.48 -1.60  -0.062
87 C 1.77 3.94 0.59  0.001
88 H 1.96 -2.61 0.63  -0.009
89 C 0.45 4.42 -0.01  0.000

***

[2]
The following is a quantum chemistry calculation of 4 unconnected molecules or ions with the total composition C10H22FO8S2, from OMol25.

For the HOMO-LUMO gap, the calculation gives 6.49 eV. As for the HOMO energy: -3.91 eV. Its net charge is -1.

Each line ends with the Löwdin charge.
CARTESIAN COORDINATES (ANGSTROEM)
1 H -2.67 -2.38 -0.51  0.061
2 O -4.68 -0.35 0.62  -0.277
3 S -5.05 -1.70 0.22  0.716
4 C 3.92 -0.85 2.46  -0.272
5 C 0.73 2.99 0.15  -0.498
6 C 2.79 3.52 -0.78  -0.163
7 H -5.41 -1.72 -4.32  0.060
8 H 1.83 -1.75 0.59  0.057
9 O -6.16 -2.46 0.87  -0.342
10 H 2.96 1.43 -0.87  0.127
11 H 0.91 -0.29 0.11  0.047
12 H -4.95 0.23 -2.45  0.120
13 H 5.03 -0.33 0.62  0.059
14 C 1.24 3.68 -1.05  -0.039
15 O -0.30 3.14 0.73  0.140
16 O 2.84 0.13 2.36  -0.295
17 O 1.69 2.10 0.58  -0.022
18 H 3.38 3.58 -1.70  0.104
19 O 0.35 0.66 2.91  -0.257
20 H 5.67 0.43 2.02  0.066
21 H -4.19 -2.61 -3.45  0.062
22 H 3.26 4.29 -0.17  0.112
23 C -4.53 -1.60 -3.68  -0.063
24 H 0.02 -1.53 0.87  0.057
25 O 1.36 -1.62 3.43  -0.327
26 H 3.77 2.13 0.55  0.118
27 C 1.01 -1.08 0.85  -0.096
28 H 4.19 -0.84 3.51  0.103
29 H 0.82 3.30 -1.98  0.131
30 H 3.72 -1.92 2.32  0.103
31 C -4.73 -0.83 -2.34  -0.268
32 H 5.93 -1.34 1.70  0.068
33 C 2.91 2.22 -0.12  -0.213
34 H -3.72 -1.19 -4.29  0.070
35 H -3.78 -0.73 -1.82  0.080
36 H -3.83 -3.88 -0.18  0.057
37 O -5.46 -1.62 -1.40  -0.311
38 C 5.23 -0.50 1.67  -0.073
39 F -1.57 0.78 -0.60  -0.773
40 S 1.23 -0.45 2.58  0.696
41 H 1.01 4.75 -1.01  0.116
42 C -3.53 -2.84 -0.02  -0.086
43 H -3.22 -2.96 1.01  0.044

***

[3]
The following is a quantum chemistry calculation of a molecular structure, C35H43FGdN7O3S3, from OMol25.

For the HOMO-LUMO gap (alpha / beta), the calculation gives 5.11 / 6.61 eV. As for the expectation value of S²: 15.984. As for the HOMO energy (alpha / beta): -11.39 / -11.41 eV. Its net charge is +2. Its spin multiplicity is 8.

Each line ends with the Mulliken spin population.
CARTESIAN COORDINATES (ANGSTROEM)
1 H 0.05 6.43 5.73  0.000
2 O 0.40 -2.69 0.92  -0.028
3 H -3.20 0.24 -0.10  0.000
4 H -4.59 -3.13 0.26  0.000
5 H 3.88 0.92 6.33  0.000
6 C 1.88 3.06 3.33  -0.008
7 H -2.28 -0.36 -2.78  0.001
8 H 2.51 6.25 5.75  0.000
9 H -3.74 -4.51 -6.55  0.000
10 C -3.39 -0.15 -1.11  0.004
11 H 3.48 7.44 4.87  0.000
12 N 1.16 5.35 3.57  0.000
13 H -1.97 -2.33 -3.33  0.003
14 Gd 0.17 -2.01 -1.32  7.507
15 C 0.54 -5.28 -1.71  0.002
16 C -1.49 -1.62 -5.30  0.001
17 C -4.18 -1.46 -1.03  -0.002
18 C -3.99 -2.21 0.28  0.001
19 S -1.34 1.43 -6.52  -0.004
20 H 2.28 1.45 5.79  0.000
21 C 0.71 0.25 1.13  -0.026
22 H 0.06 6.96 2.72  0.000
23 C 2.51 -0.47 2.59  0.002
24 N -0.66 -0.57 -4.80  0.009
25 H -5.25 -1.23 -1.14  0.000
26 C 2.56 -4.03 -2.22  0.008
27 H 2.54 6.71 2.72  0.000
28 H -3.41 -4.16 -4.13  0.000
29 N 1.40 7.83 4.94  0.000
30 H 3.25 5.33 3.57  0.000
31 H -0.97 -5.21 -3.23  0.000
32 H 0.31 -3.75 -4.73  0.002
33 C -0.48 0.66 -5.36  0.001
34 C 0.85 1.55 1.75  -0.005
35 H 2.30 -5.24 -0.47  0.000
36 C 0.04 2.61 1.32  -0.001
37 H 0.05 -6.13 0.21  0.000
38 H -1.54 0.50 -1.63  0.002
39 C 3.09 0.75 5.60  0.000
40 H -1.98 -1.62 0.74  0.005
41 C -2.55 -2.54 0.61  -0.003
42 H -0.67 2.44 0.52  0.000
43 H -0.90 5.75 3.55  0.000
44 C 0.71 -4.00 -3.76  0.001
45 C 1.06 4.10 2.93  0.002
46 H 4.11 1.92 4.07  0.000
47 H -2.63 -3.88 -0.94  0.002
48 H 1.45 8.49 4.16  0.000
49 C -0.16 -6.29 -0.85  0.003
50 C 0.91 0.12 -3.37  -0.009
51 H 3.20 -1.23 2.96  0.000
52 C 1.83 -4.86 -1.38  -0.010
53 H 4.44 0.20 4.01  0.001
54 N 0.08 -0.84 -3.65  -0.043
55 H 0.21 -7.29 -1.10  0.000
56 H -1.32 -4.04 0.00  -0.002
57 O 2.22 -2.14 -0.17  -0.047
58 C 0.15 3.84 1.89  -0.001
59 C -3.11 -3.70 -6.20  0.000
60 H 2.58 -3.00 -4.11  0.000
61 H -3.90 -2.08 -1.89  0.001
62 H 1.44 8.38 5.80  0.000
63 H -3.98 0.59 -1.64  -0.001
64 C 2.00 -3.58 -3.42  -0.003
65 C -2.50 -2.85 -7.10  -0.001
66 C 1.60 -0.76 1.63  0.005
67 C -0.01 -4.83 -2.91  -0.005
68 S 1.94 0.06 -2.03  -0.221
69 C 2.55 6.88 4.87  0.000
70 C 2.43 6.05 3.60  0.001
71 H 2.71 -0.26 5.72  0.000
72 H 3.57 -3.76 -1.97  0.000
73 H -1.21 -1.17 -7.38  0.000
74 C -2.92 -3.51 -4.84  -0.001
75 H -2.65 -2.98 -8.17  0.000
76 N -1.90 -3.35 -0.47  -0.007
77 C 1.81 1.78 2.76  0.009
78 C 3.66 0.93 4.19  0.000
79 N 2.63 0.75 3.16  0.001
80 C -1.68 -1.82 -6.66  0.001
81 S 0.82 1.47 -4.47  -0.006
82 C 0.04 6.28 3.58  0.000
83 H -4.38 -1.60 1.10  0.000
84 C 0.09 7.09 4.87  0.000
85 H 2.58 3.25 4.13  -0.001
86 F -0.62 4.84 1.42  0.000
87 H -0.73 7.80 4.92  0.000
88 C -2.12 -2.47 -4.39  -0.003
89 H -1.24 -6.30 -1.01  0.000
90 H -2.52 -3.09 1.55  0.000
91 C 1.45 -2.01 0.80  -0.032
92 N -2.08 -0.35 -1.78  -0.015
93 O -0.11 0.00 0.22  -0.090

***

[4]
The following is a quantum chemistry calculation of a molecular structure, C36H61F3N6OSi2TeV, from OMol25.

For the HOMO-LUMO gap (alpha / beta), the calculation gives 7.34 / 7.01 eV. As for the HOMO energy (alpha / beta): -16.14 / -16.13 eV. Its net charge is +3.

Each line ends with the Löwdin charge.
CARTESIAN COORDINATES (ANGSTROEM)
1 N -2.50 -0.10 -3.10  -0.114
2 H -5.29 -1.81 -3.32  0.106
3 H 1.83 2.65 -7.45  0.053
4 C -2.55 0.08 0.45  -0.227
5 H 4.18 0.21 -7.52  0.054
6 C 2.82 -5.06 -3.05  -0.148
7 F -4.17 -7.23 -0.15  0.183
8 C -3.12 -5.13 -0.22  -0.118
9 H 1.42 1.27 -3.71  -0.003
10 C 0.86 -2.84 2.82  -0.007
11 H -4.86 -2.92 -0.98  0.101
12 H -2.00 1.61 -4.16  0.114
13 C 0.43 -3.07 -1.46  -0.459
14 N -4.02 -1.18 -1.73  -0.088
15 H 0.26 1.50 4.91  0.113
16 H -1.78 1.75 -2.41  0.104
17 H 0.88 3.49 -1.92  0.088
18 V -0.15 -0.22 -0.46  0.960
19 H 2.33 -5.93 -2.59  0.055
20 H -3.60 -5.20 -2.31  0.141
21 H 2.55 1.63 -1.72  0.110
22 C -1.12 -3.96 0.36  -0.026
23 H 4.91 -3.31 -0.05  0.037
24 C 4.03 0.27 -6.44  -0.161
25 H 0.05 -0.41 -6.41  0.016
26 H 4.31 -0.71 -6.03  0.032
27 C -0.88 -3.67 -0.98  -0.197
28 H -1.60 -3.94 -2.98  0.123
29 O 0.82 1.10 -0.80  -0.288
30 C 1.69 -3.51 -0.66  -0.206
31 N -0.44 -0.73 1.41  0.023
32 N -2.04 -0.29 -0.83  0.011
33 H -1.72 -1.08 -4.77  0.079
34 H 5.62 -4.04 -1.49  0.052
35 C -2.23 -4.69 0.75  0.023
36 C -1.79 -4.11 -1.93  -0.012
37 H 3.03 0.68 0.53  0.082
38 H 4.74 1.00 -6.05  0.048
39 H 2.37 4.05 -1.16  0.108
40 H 2.17 -4.73 -3.87  0.032
41 H 4.72 -5.04 -0.36  0.053
42 H 0.96 3.74 -0.16  0.090
43 Si 2.28 0.70 -6.03  0.434
44 H 2.56 3.17 -5.94  0.047
45 H 0.98 -0.11 4.89  0.101
46 H 1.90 -2.79 0.14  0.067
47 H 0.85 2.73 -6.00  0.035
48 H 1.48 -4.47 -0.17  0.104
49 H 2.73 -1.36 4.35  0.108
50 C -1.67 1.08 -3.26  -0.015
51 H 3.69 -1.27 -2.03  0.032
52 H 3.74 -5.42 -3.50  0.054
53 H 1.10 -3.24 3.81  0.118
54 Te 1.53 -1.39 -3.49  1.712
55 H 1.00 -0.25 -7.87  0.054
56 F -5.42 -5.50 -0.49  0.146
57 F -4.59 -5.87 1.47  0.162
58 Si 3.19 -3.75 -1.78  0.494
59 H -3.38 -2.41 -0.15  0.082
60 C -1.76 -0.20 1.58  -0.220
61 H -4.92 -1.55 0.14  0.110
62 H -3.93 0.84 3.98  0.128
63 C 1.84 2.47 -6.38  -0.161
64 H 0.53 -3.51 -2.46  0.064
65 C -3.53 0.67 2.99  -0.031
66 H -0.94 2.21 2.91  0.109
67 H -2.40 -4.93 1.79  0.134
68 H -5.04 -0.05 -3.19  0.104
69 H -4.31 1.07 -0.27  0.131
70 C -2.91 -4.84 -1.56  -0.001
71 H -3.32 -0.36 -5.03  0.112
72 C -4.24 1.07 1.86  -0.031
73 C 0.47 -0.46 2.41  -0.350
74 H -0.40 -3.65 1.11  0.058
75 C 2.65 -1.20 3.27  -0.012
76 C 4.75 -4.05 -0.83  -0.151
77 C -2.29 0.07 2.84  -0.024
78 C -4.34 -5.95 0.17  -0.598
79 C 0.98 0.86 4.41  0.004
80 H 2.36 2.14 1.28  0.067
81 H 1.97 1.31 4.49  0.110
82 H 3.31 -1.91 2.78  0.105
83 C 2.00 1.97 -0.85  -0.416
84 N 0.56 0.73 3.00  -0.104
85 C -4.31 -2.06 -0.60  0.007
86 H -0.21 -2.90 2.67  0.085
87 C 2.12 0.54 -4.09  -0.485
88 H 1.38 -3.44 2.07  0.079
89 H 4.05 -2.13 -3.54  0.039
90 C 1.07 -0.49 -6.81  -0.199
91 C -2.70 -0.89 -4.31  -0.008
92 H 1.39 -1.53 -6.75  0.029
93 C 0.02 1.97 2.45  -0.013
94 H -0.62 0.83 -3.39  0.045
95 C 0.49 -1.55 -1.61  -0.360
96 H 3.79 2.25 0.27  0.110
97 C -5.16 -0.97 -2.63  0.005
98 H 0.73 2.77 2.68  0.112
99 H 3.10 0.71 -3.63  0.022
100 H -5.18 1.59 1.97  0.127
101 C 2.83 1.74 0.39  -0.017
102 C 1.52 3.39 -1.04  -0.011
103 C -3.75 0.78 0.61  -0.012
104 H -3.15 -1.85 -4.07  0.089
105 H -1.74 -0.23 3.73  0.130
106 C -2.87 -0.54 -1.88  -0.335
107 C 3.37 -2.07 -2.69  -0.423
108 H -0.10 1.91 1.37  0.075
109 H 2.96 -0.19 3.02  0.090
110 N 1.30 -1.44 2.78  -0.103
111 H -6.06 -0.90 -2.02  0.112

***

[5]
The following is a quantum chemistry calculation of C4H5ClN2O in the gas phase, from OMol25.

For the HOMO-LUMO gap, the calculation gives 8.98 eV. As for the HOMO energy: -8.30 eV.

Each line ends with the Löwdin charge.
CARTESIAN COORDINATES (ANGSTROEM)
1 C -0.17 0.27 -0.06  -0.364
2 O 1.68 -1.18 -0.50  -0.137
3 C -1.43 0.71 -0.05  -0.625
4 N 0.84 1.17 -0.28  0.057
5 N 2.66 -0.33 0.15  0.044
6 H -1.51 1.75 -0.22  0.059
7 H 0.70 2.19 -0.39  0.144
8 H 2.98 1.63 0.66  0.148
9 H 0.00 -2.02 0.04  0.128
10 C 0.48 -1.07 0.24  -0.147
11 C 2.20 0.86 0.30  -0.125
12 Cl -2.79 -0.22 0.06  0.676
13 H 0.82 -0.92 1.31  0.141

***

[6]
The following is a quantum chemistry calculation of CH2N4O2 in the gas phase, from OMol25.

For the HOMO-LUMO gap, the calculation gives 9.15 eV. As for the HOMO energy: -9.51 eV.

Each line ends with the Löwdin charge.
CARTESIAN COORDINATES (ANGSTROEM)
1 N 1.10 0.45 0.13  -0.016
2 N -1.33 2.40 0.19  0.190
3 H 1.46 -1.50 0.46  0.124
4 N 0.18 -0.43 -0.07  -0.293
5 N -1.06 0.07 -0.25  0.058
6 O 2.18 -0.10 0.33  -0.067
7 H -1.92 -0.55 -0.91  0.315
8 O 0.51 -1.68 0.08  0.079
9 C -1.12 1.34 0.04  -0.390

***

[7]
The following is a quantum chemistry calculation of C4H7NO in the gas phase, from OMol25.

For the HOMO-LUMO gap, the calculation gives 11.52 eV. As for the HOMO energy: -10.71 eV.

Each line ends with the Löwdin charge.
CARTESIAN COORDINATES (ANGSTROEM)
1 H -0.45 -0.54 -1.60  0.112
2 H 1.06 1.57 0.91  0.088
3 C -0.01 -0.77 -0.63  -0.176
4 H 1.22 0.95 -1.15  0.119
5 C 1.23 0.13 -0.42  -0.250
6 C -1.51 0.83 0.50  -0.233
7 C -1.05 -0.56 0.47  -0.186
8 H 0.26 -1.84 -0.66  0.111
9 N -1.83 1.95 0.50  0.145
10 H 2.14 -0.44 -0.61  0.113
11 H -0.60 -0.78 1.44  0.120
12 O 1.36 0.65 0.90  -0.081
13 H -1.92 -1.21 0.32  0.120

***

[8]
The following is a quantum chemistry calculation of C6H12O in the gas phase, from OMol25.

For the HOMO-LUMO gap, the calculation gives 10.47 eV. As for the HOMO energy: -9.47 eV.

Each line ends with the Löwdin charge.
CARTESIAN COORDINATES (ANGSTROEM)
1 C -0.16 -0.85 -0.81  -0.552
2 H -1.49 0.81 1.62  0.077
3 H -1.24 1.01 -1.13  0.142
4 H 0.06 2.51 0.29  0.101
5 H -0.48 1.96 2.47  0.069
6 H 1.33 1.32 0.52  0.108
7 H 0.02 -1.78 1.13  0.079
8 H 0.05 0.29 2.30  0.058
9 H 1.64 0.05 -1.76  0.110
10 H 1.52 -1.04 0.55  0.085
11 C -0.45 1.11 1.78  -0.104
12 C 0.24 1.45 0.45  -0.217
13 C 0.63 -1.60 0.24  -0.016
14 C 0.56 -0.01 -1.81  -0.029
15 H -1.92 -1.58 -0.61  0.102
16 O -1.26 -1.56 -1.31  0.008
17 H 0.16 -0.02 -2.82  0.110
18 C -0.29 0.65 -0.74  -0.218
19 H 0.95 -2.57 -0.16  0.088